Entry 1:
Molecular formula: C7H13N
Method: DFT, ωB97M-V/def2-TZVPD

As for the molar mass: 111.2 g mol⁻¹. The spin multiplicity is 2. The value obtained for the LUMO energy (alpha / beta) is 4.121 / 4.047 eV. The gap between HOMO and LUMO (alpha / beta) is 4.07 / 6.75 eV. As for the expectation value of S²: 0.7660. Its total charge is -1. As for the HOMO energy (alpha / beta): 0.05 / -2.71 eV. The energy above the lowest of the compared OMol25 structures with the same formula, charge and spin is 0.0 kcal/mol.

The geometry in XYZ format:
```
21
Properties=species:S:1:pos:R:3:forces:R:3
N 2.018 -1.149 1.909 0.25 0.40 0.06
H -1.171 1.382 -3.456 -0.24 -0.09 0.04
H 1.854 1.270 0.868 0.07 0.18 0.22
H 1.387 0.773 -0.736 0.15 0.30 -0.52
H -1.317 -1.366 1.345 -0.33 0.09 -0.04
H 2.360 -1.070 -0.118 0.36 -0.12 -0.18
H -2.566 -1.692 0.028 0.08 0.08 -0.30
H 1.464 -0.694 2.620 -0.25 -0.04 -0.02
H -0.584 0.919 1.556 0.19 0.29 0.00
H -0.275 2.094 -2.055 -0.08 -0.13 0.23
C 1.539 -0.838 0.550 0.30 -0.11 0.19
C -0.300 0.989 0.495 -0.51 -0.45 0.69
C 1.178 0.625 0.311 -0.31 -0.43 -0.31
H 0.721 -1.484 0.251 -0.38 0.05 -0.07
H -0.515 2.001 0.136 0.34 0.12 0.27
H 1.994 -2.144 2.081 -0.14 -0.06 0.04
C -1.551 0.384 -1.578 0.24 -0.67 0.33
C -1.008 1.361 -2.384 0.14 0.44 -0.55
H -2.180 -0.403 -1.999 -0.10 0.36 -0.44
C -1.783 -1.047 0.409 0.43 0.19 0.79
C -1.262 0.088 -0.233 -0.23 -0.40 -0.40
```
Forces are in eV/Å.

These are the Löwdin partial charges, in e, on atoms 1 to 6: atom 1 (N): -0.023, atom 2 (H): -0.020, atom 3 (H): 0.096, atom 4 (H): 0.085, atom 5 (H): -0.004, atom 6 (H): 0.089

***

Entry 2:
Molecular formula: C11H16Cl24N4O3P
Method: DFT, ωB97M-V/def2-TZVPD

As for the molar mass: 1134.1 g mol⁻¹. The value obtained for the LUMO energy is -3.942 eV. The gap between HOMO and LUMO is 8.43 eV. Its total charge is +1. As for the HOMO energy: -12.37 eV.

The geometry in XYZ format:
```
59
Properties=species:S:1:pos:R:3:forces:R:3
H 5.515 -1.910 -0.390 -0.60 -0.39 0.23
H 9.457 -0.029 0.095 -0.15 -0.10 0.01
N -1.047 -3.117 -1.437 1.70 1.07 1.21
Cl 4.409 4.843 1.277 -0.13 -0.03 0.00
H -5.080 -1.934 -3.354 0.11 0.07 0.08
N 1.504 -2.429 -0.513 0.36 -0.27 1.65
Cl 9.385 8.429 1.099 -0.04 -0.07 0.12
H 2.459 2.004 2.946 -0.16 -0.17 -0.07
H -1.657 -2.531 -2.022 0.30 -0.43 0.06
C 8.277 7.878 2.361 0.04 0.12 -0.10
Cl 0.753 2.246 4.540 -0.04 -0.47 -0.19
P -0.308 -2.260 -0.366 -6.22 -0.99 -1.37
H 3.000 6.327 2.433 0.06 -0.15 0.03
Cl -7.590 -0.216 -5.227 -0.15 0.09 -0.26
Cl -6.221 -3.844 1.063 0.03 -0.17 0.02
H 8.830 7.245 3.049 -0.09 0.09 -0.11
O -0.713 -2.787 1.164 1.72 2.28 -1.74
H -9.511 -0.468 -0.975 0.11 -0.11 0.02
Cl -9.826 -2.497 0.163 0.06 0.12 -0.07
C -9.162 0.538 -5.524 -0.11 -0.12 0.01
C 1.672 -1.353 -2.463 0.21 0.47 1.82
Cl -3.618 -4.935 0.351 -0.05 -0.06 0.00
Cl 7.749 -1.442 -0.688 0.25 0.07 -0.17
C -5.217 -5.300 1.017 -0.05 0.02 0.12
H -0.143 -0.011 -0.333 -0.66 0.02 -0.07
C 1.763 1.323 3.425 0.12 0.03 0.71
Cl -4.457 -1.921 -1.091 0.03 0.06 -0.26
Cl -10.432 -0.687 -5.612 0.10 0.11 -0.02
C 3.782 -1.343 0.109 1.03 0.43 -0.45
Cl -7.616 -0.626 0.404 -0.09 0.03 -0.04
Cl 2.692 0.096 4.292 -0.09 0.06 -0.21
H 1.789 -0.462 0.514 0.50 -1.56 -0.78
C -8.856 -1.281 -0.674 -0.02 -0.10 0.05
Cl -5.598 0.244 -2.656 0.43 0.00 0.06
Cl -5.071 -6.006 2.630 -0.02 0.02 -0.13
O 1.495 -0.269 -2.830 0.19 -1.55 -0.50
Cl 7.752 0.234 1.690 0.02 -0.01 -0.11
Cl 2.673 4.280 3.542 0.19 0.69 -0.08
N 1.953 -2.425 -1.850 -0.40 1.29 -1.94
O -0.831 -0.679 -0.543 2.66 -1.35 1.20
Cl 7.632 9.253 3.266 0.03 -0.13 -0.01
N 4.561 -2.288 -0.252 -1.34 0.92 0.36
C 3.654 5.513 2.732 0.32 0.16 0.14
Cl 4.876 6.156 3.831 -0.59 -0.21 0.22
H -5.700 -6.026 0.368 0.08 0.11 0.09
Cl -8.120 -1.967 -2.130 -0.22 -0.07 0.09
H 2.174 -1.963 1.453 -0.12 0.62 -1.27
H 1.694 -3.390 -0.154 0.02 0.42 -0.48
C 2.246 -1.493 0.416 1.70 0.25 1.49
Cl 6.961 6.923 1.663 0.50 0.16 -0.29
Cl 0.766 0.567 2.162 -0.56 0.43 0.37
Cl -2.995 -0.846 -3.359 0.04 0.01 -0.14
H -1.098 -1.988 1.601 0.22 -0.83 0.09
Cl 9.665 -1.939 1.441 -0.11 0.15 -0.14
Cl -9.528 1.725 -4.265 0.05 -0.04 -0.07
H -9.118 1.054 -6.479 0.00 -0.06 0.15
C 8.752 -0.704 0.572 0.14 -0.06 0.32
H 4.220 -0.297 0.218 -1.03 -1.02 0.11
C -4.599 -1.210 -2.702 -0.29 0.17 0.28
```
Forces are in eV/Å.

These are the Löwdin partial charges, in e, on atoms 1 to 6: atom 1 (H): -0.044, atom 2 (H): 0.020, atom 3 (N): -0.115, atom 4 (Cl): 0.509, atom 5 (H): 0.018, atom 6 (N): -0.158

***

Entry 3:
Molecular formula: C5H11NO2
Method: DFT, ωB97M-V/def2-TZVPD

As for the molar mass: 117.1 g mol⁻¹. The value obtained for the LUMO energy is -4.118 eV. The gap between HOMO and LUMO is 4.36 eV. Its total charge is 0. As for the HOMO energy: -8.48 eV. The energy above the lowest of the compared OMol25 structures with the same formula, charge and spin is 322.5 kcal/mol.

The geometry in XYZ format:
```
19
Properties=species:S:1:pos:R:3:forces:R:3
H 0.503 -0.937 -2.457 0.05 0.07 0.72
N 1.869 1.679 -0.708 0.13 -1.99 -2.15
H 0.042 1.198 -1.735 0.46 0.48 0.14
H -2.641 0.133 0.251 0.85 0.67 -0.31
H -0.270 1.374 0.209 0.56 -0.68 -0.95
H 0.156 0.382 1.691 0.71 -1.74 0.08
C 1.308 -0.419 -1.943 1.98 1.26 0.27
H -1.802 -0.068 1.898 0.00 -2.19 0.72
O -0.375 -0.216 3.267 -0.64 0.45 -0.89
C -0.245 0.381 0.648 -5.59 3.55 0.62
H 2.303 -0.463 -2.407 -0.13 -0.65 0.78
H -0.137 -0.785 3.999 0.29 -0.12 0.25
H 2.283 2.491 -1.125 -0.40 0.87 0.38
H 1.358 -0.213 -0.776 0.32 -3.42 -0.12
O -1.278 -1.275 -1.140 0.71 1.10 1.29
H -0.167 -1.744 0.511 -0.18 -0.37 -0.17
C -1.722 -0.076 0.805 1.30 2.83 1.21
C 1.107 0.930 -1.481 -0.88 3.76 -1.50
C -0.777 -1.011 -0.024 0.45 -3.88 -0.37
```
Forces are in eV/Å.

These are the Löwdin partial charges, in e, on atoms 1 to 6: atom 1 (H): 0.087, atom 2 (N): 0.024, atom 3 (H): 0.129, atom 4 (H): 0.123, atom 5 (H): 0.095, atom 6 (H): 0.097

***

Entry 4:
Molecular formula: C5H17N2O4
Method: DFT, ωB97M-V/def2-TZVPD

As for the molar mass: 169.2 g mol⁻¹. The value obtained for the LUMO energy is -2.654 eV. The gap between HOMO and LUMO is 11.26 eV. Its total charge is +1. As for the HOMO energy: -13.92 eV. The energy above the lowest of the compared OMol25 structures with the same formula, charge and spin is 0.0 kcal/mol.

The geometry in XYZ format:
```
28
Properties=species:S:1:pos:R:3:forces:R:3
H -0.469 -2.345 1.149 -0.12 -0.14 0.03
H 0.685 -3.042 1.954 -0.04 -0.01 0.01
O -2.032 -2.340 0.363 -0.19 0.17 0.05
H -4.150 0.069 -0.436 0.20 -0.06 0.29
H 2.032 0.595 -2.977 0.00 -0.02 -0.08
C 1.973 0.813 -1.917 -0.04 -0.02 0.18
N 1.665 -0.227 0.209 0.33 -0.29 -0.39
H 2.615 1.665 -1.720 0.10 0.14 0.05
H -4.405 -0.030 1.068 0.05 0.02 0.08
O -3.695 -0.053 0.415 -0.18 0.10 -0.37
O 1.363 1.942 1.585 0.05 -0.09 0.08
H -2.656 -1.589 0.449 0.11 -0.25 -0.02
H 3.485 -0.373 -0.861 -0.06 -0.10 -0.02
C 2.418 -0.376 -1.077 0.10 0.14 -0.13
H 0.343 2.183 -1.474 0.02 0.07 0.17
C 0.336 1.600 1.026 0.07 0.26 -0.04
H -1.690 1.789 0.795 -0.08 0.04 0.08
H -0.194 0.685 -2.143 -0.02 -0.25 0.08
H -2.557 -3.142 0.473 0.05 0.10 -0.06
H -0.431 -0.170 0.034 -0.06 -0.09 -0.01
C 0.535 1.113 -1.459 0.03 0.13 -0.48
H 2.144 -1.326 -1.530 -0.07 -0.05 0.06
H 2.197 0.347 0.878 -0.07 0.16 0.10
C 0.405 0.517 -0.051 -0.17 0.11 0.22
H 1.445 -1.146 0.638 -0.14 0.04 0.25
O 0.441 -2.236 1.490 0.20 0.04 -0.02
H -0.940 2.913 1.896 -0.02 -0.02 -0.03
N -0.861 2.166 1.223 -0.03 -0.15 -0.07
```
Forces are in eV/Å.

These are the Löwdin partial charges, in e, on atoms 1 to 6: atom 1 (H): 0.010, atom 2 (H): 0.075, atom 3 (O): -0.058, atom 4 (H): 0.079, atom 5 (H): 0.122, atom 6 (C): -0.130

***

> Which formula does entry 2 have?

C11H16Cl24N4O3P

***

> Which of these has the lowest total charge?

C7H13N

***

Please write out number 4 again, unchanged.
Molecular formula: C5H17N2O4
Method: DFT, ωB97M-V/def2-TZVPD

As for the molar mass: 169.2 g mol⁻¹. The value obtained for the LUMO energy is -2.654 eV. The gap between HOMO and LUMO is 11.26 eV. Its total charge is +1. As for the HOMO energy: -13.92 eV. The energy above the lowest of the compared OMol25 structures with the same formula, charge and spin is 0.0 kcal/mol.

The geometry in XYZ format:
```
28
Properties=species:S:1:pos:R:3:forces:R:3
H -0.469 -2.345 1.149 -0.12 -0.14 0.03
H 0.685 -3.042 1.954 -0.04 -0.01 0.01
O -2.032 -2.340 0.363 -0.19 0.17 0.05
H -4.150 0.069 -0.436 0.20 -0.06 0.29
H 2.032 0.595 -2.977 0.00 -0.02 -0.08
C 1.973 0.813 -1.917 -0.04 -0.02 0.18
N 1.665 -0.227 0.209 0.33 -0.29 -0.39
H 2.615 1.665 -1.720 0.10 0.14 0.05
H -4.405 -0.030 1.068 0.05 0.02 0.08
O -3.695 -0.053 0.415 -0.18 0.10 -0.37
O 1.363 1.942 1.585 0.05 -0.09 0.08
H -2.656 -1.589 0.449 0.11 -0.25 -0.02
H 3.485 -0.373 -0.861 -0.06 -0.10 -0.02
C 2.418 -0.376 -1.077 0.10 0.14 -0.13
H 0.343 2.183 -1.474 0.02 0.07 0.17
C 0.336 1.600 1.026 0.07 0.26 -0.04
H -1.690 1.789 0.795 -0.08 0.04 0.08
H -0.194 0.685 -2.143 -0.02 -0.25 0.08
H -2.557 -3.142 0.473 0.05 0.10 -0.06
H -0.431 -0.170 0.034 -0.06 -0.09 -0.01
C 0.535 1.113 -1.459 0.03 0.13 -0.48
H 2.144 -1.326 -1.530 -0.07 -0.05 0.06
H 2.197 0.347 0.878 -0.07 0.16 0.10
C 0.405 0.517 -0.051 -0.17 0.11 0.22
H 1.445 -1.146 0.638 -0.14 0.04 0.25
O 0.441 -2.236 1.490 0.20 0.04 -0.02
H -0.940 2.913 1.896 -0.02 -0.02 -0.03
N -0.861 2.166 1.223 -0.03 -0.15 -0.07
```
Forces are in eV/Å.

These are the Löwdin partial charges, in e, on atoms 1 to 6: atom 1 (H): 0.010, atom 2 (H): 0.075, atom 3 (O): -0.058, atom 4 (H): 0.079, atom 5 (H): 0.122, atom 6 (C): -0.130